Record 1
Below is a structure of composition C20H22ClN4Ti at a distorted geometry, with properties calculated with ωB97M-V with the def2-TZVPD basis set.

Geometry as XYZ:
```
48
Properties=species:S:1:pos:R:3:mulliken_charge:R:1
Ti 0.82 0.05 0.08 -0.2140
C -0.87 2.24 -0.84 -0.9264
C -1.21 1.43 -2.09 -0.9265
C -0.06 0.69 -2.71 0.8302
C 0.10 0.68 -4.10 -0.9696
C 1.07 -0.11 -4.68 -0.4548
C 1.85 -0.91 -3.85 -1.0481
C 1.66 -0.83 -2.48 -0.1378
N 0.75 -0.03 -1.92 0.4137
N -0.65 1.42 0.35 0.3902
C -0.24 2.23 1.50 -1.0801
C 0.30 1.29 2.55 0.8294
C 0.28 1.56 3.91 -1.1345
C 0.76 0.59 4.79 -0.3613
C 1.20 -0.62 4.27 -0.9516
C 1.19 -0.81 2.90 -0.1831
N 0.77 0.14 2.05 0.4691
C -1.82 0.59 0.70 -1.2215
C -1.70 -0.86 0.28 0.6550
C -2.81 -1.67 0.16 -1.0955
C -2.65 -3.01 -0.16 -0.4667
C -1.36 -3.50 -0.36 -0.9205
C -0.30 -2.64 -0.23 -0.1464
N -0.46 -1.34 0.09 0.5172
H -1.69 2.96 -0.65 0.4222
H 0.04 2.82 -1.03 0.5139
H -1.63 2.11 -2.83 0.5824
H -1.99 0.70 -1.87 0.2993
H -0.55 1.29 -4.72 0.4722
H 1.21 -0.12 -5.75 0.4197
H 2.60 -1.58 -4.26 0.4327
H 2.24 -1.45 -1.81 0.4512
H -1.08 2.83 1.90 0.4917
H 0.55 2.92 1.18 0.4881
H -0.09 2.50 4.28 0.5015
H 0.78 0.78 5.85 0.4307
H 1.54 -1.40 4.92 0.4346
H 1.55 -1.73 2.45 0.4751
H -2.74 1.02 0.28 0.5486
H -1.94 0.60 1.79 0.5116
H -3.80 -1.26 0.33 0.5019
H -3.51 -3.66 -0.25 0.4341
H -1.20 -4.53 -0.62 0.4362
H 0.73 -2.97 -0.37 0.4693
Cl 2.52 1.74 -0.17 -0.2653
C 2.88 0.06 0.29 -0.9240
H 3.36 0.10 1.27 0.4451
H 3.60 -0.32 -0.45 0.5610
```

* HOMO-LUMO gap (alpha / beta): 0.197 / 0.323 Ha
* total charge: +1
* <S²>: 2.027
* multiplicity: 3



Record 2
Below is a structure of composition C20H22FeNO4 at a distorted geometry, with properties calculated with ωB97M-V with the def2-TZVPD basis set.

Geometry as XYZ:
```
48
Properties=species:S:1:pos:R:3:mulliken_charge:R:1
C -4.58 3.19 0.84 -0.7277
O -3.22 3.62 0.91 -0.4331
C -2.13 2.79 0.71 0.0575
C -1.37 2.27 1.81 -0.5436
C -0.80 0.88 1.59 -0.8616
C -0.06 0.77 0.29 0.2074
C -0.30 1.86 -0.59 -1.1325
C -1.48 2.67 -0.54 -0.2693
Fe -0.15 3.60 0.85 0.3899
C 0.90 3.49 2.26 0.2283
O 1.65 3.62 3.13 -0.2795
C -0.79 5.14 1.33 0.1076
O -0.98 6.22 1.73 -0.2661
C 1.16 4.25 -0.16 0.4060
O 2.08 4.84 -0.53 -0.2657
H -5.16 4.09 1.04 0.2693
H -4.82 2.80 -0.16 0.2948
H -4.80 2.44 1.61 0.3014
H -1.72 2.54 2.81 0.5901
H -0.21 0.55 2.47 0.3780
H -1.65 0.17 1.52 0.4067
H 0.95 0.36 0.32 0.4780
H 0.32 1.94 -1.48 0.8079
H -1.88 3.20 -1.42 0.6439
C 3.83 -4.65 0.57 -0.4418
C 4.30 -3.46 0.01 -0.6335
C 3.39 -2.53 -0.51 -0.4348
C 2.02 -2.80 -0.49 0.3416
C 1.06 -1.85 -1.19 -0.0526
C 0.44 -2.42 -2.49 -0.6664
C -1.05 -2.07 -2.45 -0.7623
C -1.37 -1.62 -1.03 -0.3780
N -0.07 -1.34 -0.37 -0.2242
C 1.55 -3.99 0.08 -0.2277
C 2.46 -4.91 0.61 -0.7028
H 4.54 -5.39 0.96 0.3855
H 5.37 -3.24 -0.03 0.3780
H 3.73 -1.58 -0.94 0.3334
H 1.62 -0.95 -1.46 0.3662
H 0.95 -1.97 -3.36 0.3060
H 0.58 -3.51 -2.56 0.3767
H -1.26 -1.25 -3.15 0.2825
H -1.67 -2.92 -2.75 0.3136
H -1.95 -0.70 -1.00 0.1747
H -1.94 -2.40 -0.50 0.3669
H -0.04 -1.70 0.58 0.3781
H 0.47 -4.19 0.10 0.3526
H 2.08 -5.84 1.05 0.3803
```

* relative energy (zero: lowest compared OMol25 entry of this formula, charge and spin): 26.9 kcal per mole
* HOMO-LUMO gap (alpha / beta): 0.247 / 0.210 Ha
* total charge: +1
* <S²>: 6.093
* multiplicity: 5



Record 3
Below is the molecule C20H22N2O5, with properties calculated with ωB97M-V with the def2-TZVPD basis set.

Geometry as XYZ:
```
49
Properties=species:S:1:pos:R:3:mulliken_charge:R:1
C -6.18 -3.28 2.26 -0.8432
O -5.16 -2.90 1.37 -0.4688
C -4.09 -2.22 1.83 0.2357
C -3.92 -1.84 3.16 -0.6360
C -2.78 -1.13 3.56 0.3269
O -2.56 -0.74 4.83 -0.4194
C -3.50 -1.04 5.83 -0.9543
C -1.80 -0.79 2.61 0.0313
C -0.55 -0.07 2.97 0.6971
O -0.25 0.25 4.10 -0.6457
N 0.30 0.23 1.92 -0.6311
C 0.07 -0.13 0.72 0.5458
C 1.03 0.22 -0.33 0.7177
C 2.35 0.49 0.04 -0.7826
C 3.31 0.83 -0.89 0.7146
C 4.72 1.10 -0.47 -1.7685
C 2.93 0.93 -2.24 0.4216
O 3.88 1.26 -3.19 -0.6395
C 4.02 2.64 -3.44 -0.2221
C 4.66 2.84 -4.81 -0.7414
O 3.79 2.56 -5.88 -0.4970
C 1.62 0.67 -2.64 0.7445
C 1.22 0.78 -4.08 -1.8227
C 0.68 0.32 -1.68 -1.0679
N -1.04 -0.84 0.35 -0.1313
C -2.00 -1.18 1.28 0.5888
C -3.13 -1.89 0.89 -0.8348
H -5.80 -3.94 3.05 0.3363
H -6.92 -3.81 1.66 0.2445
H -6.65 -2.40 2.72 0.3329
H -4.67 -2.09 3.89 0.6026
H -3.62 -2.12 5.95 0.3458
H -4.47 -0.58 5.63 0.3453
H -3.08 -0.62 6.74 0.2609
H 2.60 0.41 1.09 0.5766
H 4.99 0.46 0.36 0.4886
H 4.83 2.14 -0.15 0.3093
H 5.40 0.92 -1.30 0.3810
H 3.04 3.14 -3.41 0.3330
H 4.66 3.10 -2.67 0.3209
H 5.49 2.13 -4.92 0.3044
H 5.05 3.86 -4.88 0.3383
H 3.01 3.13 -5.81 0.3189
H 0.62 -0.08 -4.37 0.4589
H 2.10 0.82 -4.71 0.4068
H 0.62 1.67 -4.24 0.3070
H -0.34 0.15 -2.00 0.4469
H -1.16 -1.16 -0.60 0.2077
H -3.27 -2.18 -0.14 0.4154
```

* relative energy (zero: lowest compared OMol25 entry of this formula, charge and spin): 67.3 kcal per mole
* SMILES string: COc1cc(OC)c2c(=O)nc(-c3cc(C)c(OCCO)c(C)c3)[nH]c2c1
* HOMO-LUMO gap: 0.326 Ha